DFT (the ωB97M-V functional and the def2-TZVPD basis) results for C38H90F3HgN4O14S3 as an isolated structure.

```
153
Properties=species:S:1:pos:R:3:forces:R:3:lowdin_charge:R:1
O 3.504373 0.948927 3.795859 0.71 0.56 -0.20 -0.175
H -1.076734 0.578503 4.262005 0.14 -0.39 0.02 0.104
C -2.961376 -6.313379 -3.517640 1.10 -0.11 -0.25 -0.178
H -1.824802 -3.222732 1.404394 -0.06 -0.44 0.02 0.078
H 2.379148 1.931448 2.335514 -0.20 -0.28 -0.18 0.061
H -5.121983 -7.964410 -3.653115 -0.07 0.14 -0.48 0.089
O 2.210616 -2.876633 -2.665557 0.29 0.93 0.82 -0.368
H -7.175353 -1.666440 1.148890 -0.01 0.17 -0.20 0.081
H -4.487604 4.602417 -2.048235 -0.23 0.04 0.05 0.135
C -3.619274 4.419994 -1.412070 1.76 1.32 -0.04 -0.151
H 3.357763 -2.521287 0.527688 0.42 0.32 -0.20 0.063
N -0.405708 1.536965 -3.617607 0.45 0.20 -0.65 0.012
C 0.859196 -0.053748 -4.832475 1.44 -1.01 0.57 -0.180
H -3.874939 4.335747 -0.355116 -0.37 -0.17 -0.03 0.137
H -4.246352 -9.289964 -2.964504 0.09 -0.14 -0.16 0.090
H 4.511710 5.346993 -0.857057 0.33 -0.07 -0.24 0.114
H -1.496410 0.634122 6.832595 -0.04 -0.15 0.38 0.100
H 1.508798 1.292990 3.795489 -0.02 -0.29 -0.39 0.080
C -3.030493 1.385534 4.151374 -0.39 1.32 1.75 -0.217
C 4.792457 4.686382 -0.036029 1.09 1.13 0.76 -0.192
H -0.299942 0.937353 -2.803767 -0.43 0.92 1.33 0.068
H -3.777201 0.070671 1.120502 0.03 0.17 -0.11 0.058
O 3.597815 7.586874 1.711442 0.11 -0.26 -0.02 -0.325
H 0.884572 -0.728909 -3.972472 0.20 -0.32 0.13 0.114
H -2.996925 -4.642909 -1.329412 0.09 0.24 -0.37 0.078
C -1.076920 2.803541 0.932473 -0.10 -1.90 -1.23 -0.536
H 4.751285 2.562814 3.427507 -0.02 0.22 -0.63 0.118
S 3.802521 6.180947 1.964256 0.69 -0.04 0.25 0.672
H -1.205395 -4.542833 -1.077353 -0.14 0.21 0.13 0.054
C -0.509192 -1.089884 -0.868143 0.04 0.10 -0.87 -0.035
H 5.556706 1.145009 3.985120 -0.15 -0.25 0.26 0.125
H 0.137349 0.139503 0.906087 -0.37 -0.38 0.07 0.111
C 0.269364 0.032715 -0.171822 -0.08 0.21 0.77 -0.223
C -2.595483 5.639163 -1.476393 -1.37 -0.74 -0.37 -0.377
C 2.416925 1.759291 3.412999 -0.36 0.17 0.46 -0.110
H -2.064263 -6.040314 -0.845442 -0.07 0.05 0.18 0.076
C -2.035294 -5.138792 -1.458997 0.65 -1.11 -0.26 -0.060
C -4.726088 -0.378109 0.823569 -0.03 1.14 -0.77 -0.063
C -2.579974 -0.614308 5.478294 0.31 0.83 -0.80 -0.186
H 6.037638 6.419970 0.911979 -0.29 -0.02 -0.21 0.097
S -3.164559 1.981729 5.926936 0.38 -0.42 -0.48 0.735
H 5.846799 4.919815 1.863155 0.03 0.18 0.16 0.083
H 2.201576 1.054392 -2.450944 -0.18 0.12 0.08 0.060
H 0.672169 -1.510661 -6.991604 -0.07 -0.01 -0.31 0.092
H 0.957357 1.986788 -5.162918 -0.03 0.63 0.26 0.130
Hg -0.932409 3.726235 -3.283464 -0.01 -0.79 2.19 1.281
H 7.120296 0.577534 1.775618 0.03 -0.12 -0.08 0.063
N -2.033775 5.757306 -2.835591 0.60 -0.79 -1.49 -0.001
O 3.697549 5.665499 3.311646 0.43 0.12 -0.16 -0.330
C -3.250555 6.980990 -1.135148 0.15 -1.36 1.02 -0.028
C 3.519406 4.061083 0.452650 -0.83 -0.63 -0.32 -0.256
O 0.090040 3.487257 -1.175629 -0.57 -0.33 0.96 -0.309
H -2.650825 2.286542 3.672372 -0.27 -0.27 -0.50 0.084
C -6.344574 -2.152308 1.665317 -0.55 -0.25 0.01 -0.050
C 4.763129 1.477285 3.313243 -0.61 -1.27 0.66 -0.179
H -3.583410 -0.948095 5.212144 -0.13 -0.08 0.39 0.112
H -6.815708 -2.598987 2.541537 0.29 0.03 0.22 0.082
O -2.161515 3.036660 6.178328 -1.65 -1.17 -0.24 -0.355
H 6.653358 -4.034319 -1.695837 -0.06 -0.32 0.65 0.113
H 1.816241 -3.898145 1.936449 -0.20 -0.23 0.18 0.076
H -1.438457 -0.738732 -1.320548 -0.03 0.57 0.19 0.073
H 4.747357 -5.005956 -0.474954 -0.19 -0.13 0.26 0.110
F -2.305593 2.297242 0.588308 0.53 0.62 0.16 0.111
H -4.463728 2.495691 -2.766834 -0.61 -0.67 0.06 0.098
H 4.431412 -4.298756 -2.688162 0.21 -0.07 -0.87 0.096
H -2.261909 -0.418669 3.318159 0.35 0.09 -0.09 0.075
O -0.474317 -5.101664 1.694987 0.71 -1.94 -0.26 -0.072
H 2.695444 -3.967400 -0.035699 -0.03 -0.11 -0.83 0.084
H 1.749959 -0.251207 -5.431680 0.19 0.08 0.03 0.135
H 4.409864 1.363800 1.231580 -0.11 -0.56 -0.39 0.106
H -1.129317 -1.484079 -7.117920 0.07 0.31 0.13 0.097
H 1.090549 -2.438838 2.599896 0.30 0.17 -0.03 0.091
H 0.973265 2.559520 0.377409 0.15 -0.19 0.37 0.130
H -4.215437 1.811516 -1.102918 -0.02 0.17 0.06 0.083
H 6.840906 2.127710 2.036668 -0.48 0.24 0.16 0.065
H 2.036748 2.771337 -2.980418 -0.04 -0.08 0.29 0.058
H -0.862574 -1.985922 -0.358881 0.69 0.11 0.54 0.053
H -2.473453 7.610298 -0.703246 -0.30 0.43 -0.23 0.095
C -5.323182 -1.082974 2.036143 -0.34 -0.78 -1.78 -0.496
H 1.348733 -0.050121 -0.317968 0.15 -0.46 -0.04 0.108
C 0.021061 2.537788 -0.158551 0.48 0.79 -2.65 -0.357
C 5.819727 -3.417206 -1.363420 -1.23 0.94 -0.53 -0.192
F -0.729268 2.119467 2.034640 0.14 0.15 0.46 0.126
H -0.910529 0.895516 -4.223329 -1.30 0.63 -0.46 0.083
F -1.206533 4.076647 1.242171 -0.14 0.42 0.05 0.178
H 0.104033 -1.384904 -1.721474 -0.04 -0.46 -0.02 0.051
C -3.740519 2.155090 -2.022208 -0.79 -0.31 -0.79 -0.084
C 2.141467 1.734489 -3.300164 -1.12 -0.49 -1.12 -0.013
H -0.310278 -2.367730 -5.804894 -0.10 -0.32 -0.22 0.081
H -1.208620 -5.651222 1.982059 -0.06 -0.03 0.07 0.094
C 2.698120 5.198839 0.983049 -0.61 0.73 0.06 -0.247
C 5.372272 5.592163 1.148517 -1.34 -1.24 -0.26 -0.153
O -3.232080 -7.595200 -2.935523 1.17 1.73 0.77 -0.192
C -1.698997 -5.610738 -2.894230 -1.44 -0.21 0.83 -0.415
H -1.963939 -1.481949 5.711926 0.05 0.04 -0.15 0.109
S 3.376423 -2.412540 -1.914514 2.00 -1.19 -0.67 0.712
H -1.656920 6.686234 -2.988595 1.14 -0.03 0.54 0.108
C 5.087482 -0.646459 1.930806 -0.28 0.44 -0.22 -0.038
H -6.824495 0.112687 2.532720 0.00 -0.23 -0.30 0.098
H 1.837338 4.988401 1.617028 0.08 -0.23 -0.02 0.107
C 4.888210 -3.955279 -0.216838 0.82 -0.71 -1.25 -0.199
O -5.964056 -0.152841 2.866481 0.86 0.41 1.19 -0.038
N 6.463228 1.316766 1.565673 0.34 -0.34 -0.47 0.036
H 6.212489 -2.454062 -1.035940 0.08 0.15 -0.38 0.098
C -0.272866 -1.485267 -6.446564 0.85 -0.67 0.77 -0.071
C 3.510265 -3.275578 -0.244659 -0.05 0.91 0.07 -0.199
H 2.399910 2.746760 3.880541 0.51 0.18 0.14 0.094
H 3.086117 1.650554 -3.837117 -0.13 -0.08 -0.20 0.087
C 4.860804 -3.300328 -2.598231 -1.03 0.36 2.21 -0.196
H -3.731080 -8.729790 -4.570585 -0.26 0.08 -0.24 0.089
C -2.098319 0.204209 4.197518 -0.81 -0.60 0.88 -0.215
H -0.053090 -4.395476 3.607439 0.05 0.18 0.10 0.148
H -4.412301 -1.489727 2.477556 -0.53 -0.20 1.08 0.120
H 3.658063 3.254556 1.172848 0.19 0.29 0.22 0.078
O -2.922065 3.268289 -1.846081 0.80 0.79 0.26 -0.327
C 0.921309 1.398317 -4.244355 0.98 -0.99 -1.53 -0.365
O -0.114989 1.238717 -0.811295 -0.93 1.14 0.31 -0.160
C 0.896906 -3.315182 1.977431 0.63 1.15 0.80 -0.056
H -4.080425 1.141222 3.990667 0.12 -0.01 -0.71 0.081
H -2.333903 -3.662075 3.086983 -0.09 -0.11 -0.18 0.094
H -0.492962 -4.108721 -3.140772 0.30 0.46 -0.37 0.049
H -6.043498 -2.974973 1.016538 0.49 0.17 0.01 0.079
H -5.374552 0.436072 0.492215 -0.18 0.21 0.30 0.072
O 3.773754 -0.999337 -1.853269 -1.21 -1.13 0.40 -0.352
H -0.910114 -4.838405 -4.543251 0.25 0.33 -0.26 0.065
C 5.102475 0.893358 1.931234 0.38 0.85 0.66 -0.415
H 5.492030 3.915419 -0.357234 0.21 0.28 -0.07 0.112
O -4.590360 2.114529 6.265271 1.79 0.27 -0.27 -0.348
H -3.147476 0.310033 7.515369 0.18 -0.68 -0.03 0.102
H -1.785795 5.372361 -0.797618 0.09 0.17 -0.08 0.119
H -3.795113 7.419530 -1.970285 0.13 0.09 0.03 0.091
H -2.778451 -6.448939 -4.586443 0.04 -0.06 -0.24 0.113
N -1.276647 -4.448348 -3.684037 -0.57 -0.38 0.01 0.027
H -1.348325 -2.244772 2.719830 -0.30 0.16 0.38 0.060
H -3.956650 6.717280 -0.346487 -0.18 0.60 0.13 0.091
C -1.530873 -3.288930 2.451378 -0.62 2.50 0.93 -0.065
H 2.380487 5.877747 0.190842 -0.08 -0.19 -0.20 0.108
H -0.842885 -6.286135 -2.847930 -0.30 -0.56 0.20 0.135
H 5.481020 -1.020822 0.984800 0.26 0.13 -0.03 0.066
H 5.159705 -2.793539 -3.513220 0.14 -0.22 0.12 0.105
H -4.560528 -0.894557 -0.123188 0.08 -0.86 0.39 0.079
H 4.111062 -1.120223 2.028739 -0.14 0.42 0.29 0.063
C -4.128564 -8.414907 -3.604209 -0.38 -0.36 0.34 -0.129
H 5.713315 -0.984437 2.757585 0.05 -0.14 -0.02 0.091
H 5.403691 -3.943928 0.742603 -0.26 0.30 0.07 0.115
H -2.754730 5.849595 -3.543860 -0.74 -0.67 0.11 0.098
H 0.687789 -2.939673 0.975509 -0.28 -0.23 -0.03 0.066
H -3.174323 1.328225 -2.450166 0.22 0.13 0.12 0.089
C -0.264213 -4.028605 2.602032 -0.10 -1.21 -1.86 -0.481
C -2.537799 0.395211 6.616913 -0.15 1.25 -0.19 -0.219
O -0.291602 -0.364930 -5.596169 -0.78 2.37 0.36 -0.211
H -3.775836 -5.591190 -3.433308 -0.39 -0.20 0.19 0.120
H 2.998625 3.610235 -0.393904 -0.08 -0.09 -0.05 0.107
```
Positions in Å, forces in eV/Å.

F_max in eV/A: 2.810
Frontier orbital gap in eV: 6.35
E in eV: -120311.5423
Charge: +1
HOMO level in eV: -10.8